Entry 1:
63
Properties=species:S:1:pos:R:3:forces:R:3:lowdin_charge:R:1 method="wB97M-V/def2-TZVPD" total_charge=+1 e_homo_ha=-0.37465 homo_lumo_gap_ev=4.346 e_above_lowest_ev=1.046
Tc 1.019 -0.759 0.013 -0.59 0.10 -0.41 1.473
O 2.748 -1.137 -0.669 0.47 -0.01 -0.04 -0.241
C 3.762 -0.394 -1.026 -0.11 0.05 0.09 -0.379
C 4.743 -0.938 -1.873 0.10 -0.08 -0.05 -0.039
C 5.740 -0.137 -2.361 -0.08 -0.11 0.02 -0.047
C 5.823 1.220 -1.993 0.00 0.07 0.01 -0.050
C 4.937 1.737 -1.084 0.15 0.12 -0.04 -0.039
C 3.884 0.954 -0.589 -0.13 -0.09 -0.14 -0.214
C 3.116 1.388 0.553 0.03 0.16 0.00 -0.058
N 2.019 0.834 0.895 0.00 -0.13 0.21 -0.085
C 1.417 1.117 2.200 -0.09 -0.01 0.02 -0.151
C 1.257 -0.221 2.918 0.08 0.02 -0.02 -0.139
N 0.867 -1.261 1.940 0.05 -0.07 0.23 -0.117
C 0.528 -2.429 2.385 -0.08 0.11 0.01 -0.046
C 0.181 -3.566 1.598 -0.01 0.02 -0.14 -0.134
C -0.060 -4.775 2.287 0.01 0.04 0.05 -0.030
C -0.366 -5.929 1.620 -0.04 -0.06 -0.04 -0.066
C -0.454 -5.903 0.220 0.00 -0.01 0.05 -0.044
C -0.247 -4.738 -0.477 0.01 0.09 -0.13 0.002
C 0.077 -3.544 0.184 -0.15 -0.11 0.19 -0.301
O 0.249 -2.461 -0.560 0.26 0.10 -0.09 -0.246
H 4.673 -1.984 -2.138 -0.02 -0.02 0.00 0.122
H 6.478 -0.558 -3.032 0.00 0.04 0.00 0.124
H 6.621 1.835 -2.387 -0.04 0.01 -0.02 0.120
H 5.028 2.764 -0.750 0.02 -0.03 0.02 0.131
H 3.534 2.187 1.166 -0.01 -0.03 0.03 0.154
H 0.443 1.576 2.046 -0.02 0.02 -0.10 0.110
H 2.034 1.800 2.784 0.04 -0.01 0.00 0.131
H 0.513 -0.138 3.710 -0.03 -0.03 0.00 0.133
H 2.209 -0.515 3.369 -0.01 -0.02 -0.02 0.132
H 0.508 -2.570 3.465 0.02 0.02 0.00 0.145
H 0.009 -4.776 3.369 0.00 0.01 -0.02 0.119
H -0.545 -6.847 2.162 0.02 0.01 -0.01 0.112
H -0.691 -6.811 -0.319 -0.01 0.03 0.01 0.117
H -0.329 -4.704 -1.556 0.00 -0.02 0.03 0.124
S 0.552 -1.295 -5.982 0.43 -0.03 0.40 -0.145
Sb 2.055 -1.307 -4.365 -0.37 0.01 -0.45 0.538
S 0.586 -0.068 -2.478 -0.10 0.10 0.32 0.190
S 1.847 1.498 -2.546 -0.24 -0.11 0.00 0.167
S 2.900 1.246 -4.221 0.04 -0.03 0.03 0.082
C -6.528 3.033 0.278 0.09 -0.01 -0.04 -0.040
C -5.088 2.607 0.192 -0.05 0.01 0.01 -0.250
C -4.737 1.316 -0.174 -0.01 0.01 0.03 -0.004
C -3.413 0.905 -0.252 0.11 0.00 -0.04 -0.181
C -3.144 -0.510 -0.711 0.04 0.11 -0.03 -0.027
C -2.399 1.844 0.019 -0.18 -0.06 0.11 -0.053
C -2.731 3.162 0.390 0.00 -0.09 0.05 -0.186
C -1.709 4.223 0.715 -0.02 -0.02 -0.09 -0.035
C -4.070 3.508 0.481 -0.03 0.01 0.02 -0.006
C -0.962 1.497 -0.150 -0.01 0.15 -0.62 -0.566
O -0.154 2.262 -0.655 0.13 0.01 0.23 -0.023
O -0.600 0.294 0.261 0.27 -0.12 0.26 -0.246
H -7.200 2.217 0.018 0.00 0.01 0.02 0.077
H -6.720 3.864 -0.402 -0.02 -0.01 0.02 0.087
H -6.769 3.373 1.287 -0.02 -0.01 0.00 0.086
H -5.520 0.604 -0.410 0.02 0.00 0.01 0.117
H -4.076 -1.071 -0.749 -0.02 0.02 -0.04 0.081
H -2.454 -1.033 -0.058 -0.01 -0.05 0.04 0.062
H -2.712 -0.510 -1.716 0.02 -0.03 0.03 0.088
H -0.848 3.827 1.251 0.02 -0.02 0.02 0.068
H -2.167 5.002 1.323 0.01 -0.02 -0.01 0.081
H -1.331 4.680 -0.200 0.04 -0.01 0.01 0.092
H -4.332 4.517 0.784 0.03 -0.02 -0.01 0.124

***

Entry 2:
57
Properties=species:S:1:pos:R:3:forces:R:3:mulliken_spin:R:1 method="wB97M-V/def2-TZVPD" total_charge=+1 e_homo_ha="-0.37619 / -0.37619" s_squared=12.758 homo_lumo_gap_ev="5.934 / 6.079" multiplicity=7
Tb 0.249 -0.205 0.159 -0.81 0.73 -0.29 6.123
C 1.191 -2.205 1.442 0.51 -0.25 -0.09 -0.029
C 2.194 -1.179 1.475 0.38 -0.52 -0.14 -0.044
C 2.697 -1.016 0.152 0.02 -0.57 0.18 0.072
C 1.974 -1.896 -0.706 0.30 -0.26 0.47 -0.126
C 1.069 -2.656 0.097 0.51 -0.04 0.12 0.065
C 0.388 -3.902 -0.404 -0.07 0.22 0.00 0.005
C 2.414 -2.265 -2.095 -0.28 0.25 0.01 -0.013
C 3.989 -0.361 -0.252 -0.25 0.09 0.02 0.003
C 2.815 -0.607 2.724 -0.22 0.09 -0.17 0.001
C 0.578 -2.841 2.665 -0.08 0.22 -0.19 -0.004
H -0.084 -4.460 0.401 -0.04 0.01 -0.02 0.002
H 1.135 -4.556 -0.855 -0.01 -0.01 -0.01 -0.002
H -0.363 -3.694 -1.169 -0.04 -0.07 0.01 0.001
H 3.303 -2.897 -2.035 0.00 -0.02 -0.02 -0.001
H 2.676 -1.390 -2.691 0.01 -0.02 -0.04 0.001
H 1.643 -2.821 -2.626 0.02 0.01 -0.05 0.000
H 4.698 -1.135 -0.553 0.00 -0.01 -0.01 -0.002
H 4.440 0.181 0.577 0.03 0.04 -0.04 0.001
H 3.870 0.316 -1.100 0.08 0.05 0.02 0.000
H 3.880 -0.840 2.750 0.01 0.02 0.01 -0.001
H 2.361 -1.043 3.611 0.00 0.05 0.04 0.002
H 2.711 0.477 2.804 0.03 0.01 0.04 -0.002
H 0.248 -3.855 2.448 -0.06 0.01 0.00 0.001
H -0.272 -2.281 3.065 -0.02 -0.06 0.07 -0.001
H 1.323 -2.912 3.455 -0.03 -0.02 0.04 -0.001
O -4.089 5.490 -1.156 -0.18 0.12 0.26 0.000
C -4.545 4.346 -1.113 0.74 -0.63 -0.85 0.000
O -5.652 3.816 -1.206 -0.13 0.16 0.27 0.000
C -3.371 3.249 -1.015 -0.60 0.49 0.75 -0.001
C -2.054 3.638 -0.848 0.28 -0.11 -0.19 -0.006
C -1.077 2.680 -0.646 -0.33 -0.05 -0.31 -0.003
N -1.373 1.360 -0.594 -0.11 0.15 0.30 -0.002
C -2.671 0.991 -0.675 0.01 0.30 -0.31 0.002
C -3.686 1.909 -0.872 0.22 -0.28 -0.21 -0.006
C -2.970 -0.441 -0.484 -0.04 -0.26 0.21 -0.008
C -4.184 -0.985 -0.889 0.05 0.04 -0.02 0.000
C -4.493 -2.289 -0.549 0.14 -0.04 0.07 0.000
C -3.579 -3.021 0.197 -0.17 -0.03 -0.04 -0.001
C -2.376 -2.434 0.522 0.21 0.00 0.07 -0.007
N -2.047 -1.179 0.179 -0.10 0.14 -0.13 -0.004
C 0.337 3.052 -0.443 0.29 0.02 0.24 -0.007
C 0.800 4.329 -0.739 -0.08 -0.02 -0.06 -0.001
C 2.110 4.667 -0.460 0.08 -0.14 0.06 0.000
C 2.938 3.715 0.119 -0.03 0.12 -0.03 -0.001
C 2.416 2.467 0.377 0.06 -0.14 0.11 -0.003
N 1.151 2.115 0.102 -0.18 0.10 -0.18 -0.002
H -1.848 4.700 -0.869 -0.08 0.02 0.02 0.000
H -4.732 1.633 -0.902 -0.03 0.08 0.00 0.000
H -4.878 -0.389 -1.462 0.00 0.02 0.02 0.000
H -5.436 -2.725 -0.848 -0.01 0.02 -0.01 0.000
H -3.798 -4.030 0.513 0.06 0.00 0.01 0.000
H -1.634 -2.977 1.091 -0.02 -0.01 -0.03 -0.001
H 0.139 5.053 -1.189 -0.01 -0.02 0.00 0.000
H 2.480 5.659 -0.682 -0.02 0.00 -0.02 0.000
H 3.967 3.932 0.364 -0.01 -0.01 0.02 0.000
H 3.031 1.710 0.838 -0.03 -0.02 -0.02 -0.001

***

Entry 3:
58
Properties=species:S:1:pos:R:3:forces:R:3:lowdin_charge:R:1 method="wB97M-V/def2-TZVPD" smiles="COc1ccc(CCNC(=O)CSc2nnc(-c3ccccc3)c3ccccc23)cc1OC" e_homo_ha=-0.29473 homo_lumo_gap_ev=8.072 e_above_lowest_ev=2.319
C -2.091 -1.477 -2.258 -0.17 -0.31 -0.22 -0.063
O -1.438 -0.327 -1.759 0.41 0.09 0.32 -0.106
C -0.066 -0.395 -1.656 -0.05 -0.01 -0.13 -0.212
C 0.667 0.621 -2.247 -0.22 -0.20 0.06 0.000
C 2.048 0.648 -2.172 0.07 -0.08 0.03 -0.040
C 2.732 -0.375 -1.534 0.01 0.16 -0.08 -0.224
C 4.239 -0.404 -1.552 0.02 -0.14 0.17 -0.126
C 4.876 -0.811 -0.218 0.06 -0.09 -0.19 -0.172
N 4.369 -0.014 0.872 0.40 0.19 -0.27 0.042
C 3.579 -0.515 1.840 -0.04 0.37 0.31 -0.565
O 3.362 -1.697 1.998 -0.08 -0.43 0.10 0.053
C 3.018 0.542 2.779 -0.33 0.18 -0.14 -0.346
S 2.378 1.983 1.874 0.27 0.29 0.35 0.995
C 0.771 1.414 1.454 -0.04 -0.32 0.07 -0.506
N 0.389 0.280 1.971 1.15 0.55 0.02 0.033
N -0.844 -0.148 1.812 -1.43 -0.54 -0.06 0.111
C -1.717 0.517 1.098 0.48 0.28 0.00 -0.178
C -3.076 -0.033 1.085 -0.36 -0.18 -0.03 -0.166
C -4.193 0.783 1.244 0.13 -0.06 0.02 -0.041
C -5.462 0.232 1.241 -0.15 0.03 0.00 -0.081
C -5.630 -1.133 1.079 -0.08 0.01 0.01 -0.089
C -4.520 -1.952 0.943 -0.04 -0.07 0.02 -0.073
C -3.250 -1.409 0.956 0.00 0.11 -0.04 -0.025
C -1.358 1.702 0.377 0.57 0.10 0.29 -0.095
C -2.181 2.354 -0.556 -0.04 0.15 -0.10 -0.017
C -1.734 3.480 -1.197 -0.21 -0.14 0.01 -0.058
C -0.456 3.992 -0.943 0.27 0.03 0.11 -0.065
C 0.384 3.355 -0.069 0.00 0.12 -0.03 -0.047
C -0.050 2.196 0.592 -0.54 -0.27 0.03 -0.167
C 2.001 -1.379 -0.911 -0.09 -0.10 0.01 0.037
C 0.613 -1.390 -0.927 -0.15 0.01 -0.07 -0.194
O -0.137 -2.321 -0.276 -0.12 0.36 -0.36 -0.115
C 0.507 -3.163 0.659 0.14 -0.13 0.25 -0.060
H -3.156 -1.250 -2.221 0.01 -0.06 -0.04 0.094
H -1.793 -1.671 -3.294 -0.02 0.03 0.05 0.098
H -1.885 -2.360 -1.652 -0.05 0.07 -0.05 0.082
H 0.127 1.399 -2.764 -0.11 0.08 -0.06 0.122
H 2.591 1.457 -2.638 0.09 0.09 -0.05 0.110
H 4.574 -1.109 -2.318 0.10 0.07 -0.04 0.123
H 4.605 0.586 -1.835 0.02 -0.01 -0.07 0.111
H 4.659 -1.852 0.027 0.09 0.09 -0.03 0.117
H 5.963 -0.688 -0.283 -0.10 -0.14 -0.02 0.120
H 4.414 0.989 0.764 -0.14 -0.16 0.04 0.103
H 3.803 0.920 3.434 -0.01 0.01 -0.02 0.086
H 2.199 0.120 3.360 0.20 -0.04 -0.03 0.078
H -4.068 1.845 1.403 0.01 0.07 -0.02 0.116
H -6.324 0.871 1.369 -0.06 0.04 0.02 0.102
H -6.623 -1.558 1.070 -0.07 -0.03 0.00 0.100
H -4.649 -3.019 0.830 0.00 -0.08 -0.01 0.104
H -2.375 -2.029 0.854 0.12 -0.08 -0.04 0.098
H -3.152 1.943 -0.779 -0.06 0.00 -0.04 0.115
H -2.369 3.978 -1.916 -0.06 0.01 -0.05 0.108
H -0.127 4.883 -1.458 0.04 0.06 -0.03 0.107
H 1.385 3.715 0.117 0.06 0.11 -0.08 0.087
H 2.521 -2.161 -0.385 0.05 -0.10 0.13 0.104
H 1.131 -3.910 0.156 -0.01 0.04 0.02 0.099
H -0.294 -3.667 1.197 0.06 -0.01 -0.02 0.094
H 1.112 -2.589 1.364 -0.01 0.00 -0.03 0.080